22
Properties=species:S:1:pos:R:3:lowdin_charge:R:1 method="wB97M-V/def2-TZVPD" homo_ev=-7.924 e_lumo_ev=-2.70
S 2.596 -0.659 1.060 0.30
N 1.546 -1.407 -2.072 0.00
N -0.329 -0.229 -1.020 0.02
C 0.765 -0.315 1.955 -0.47
C -1.232 -0.140 0.392 -0.39
C -2.568 0.312 -0.111 -0.08
C 0.405 -1.502 -1.078 -0.40
C -0.342 0.477 1.385 0.03
H 1.303 4.934 -0.666 0.00
H -2.706 1.323 -0.502 0.08
H 0.496 -1.370 1.998 0.05
H 1.900 4.261 -1.034 0.00
H -2.928 0.235 0.981 0.10
H 1.121 -0.038 2.863 0.00
H 2.357 -1.566 -1.475 0.00
H -1.334 -1.269 0.557 0.16
H -0.191 -2.235 -1.533 0.09
H -3.154 -0.501 -0.713 0.12
H -0.365 1.527 1.745 0.14
H 1.535 -0.379 -2.149 0.05
H 0.619 -1.934 -0.062 0.06
H 0.508 0.474 -0.521 0.14


22
Properties=species:S:1:pos:R:3:lowdin_charge:R:1 method="wB97M-V/def2-TZVPD" homo_ev=-7.958 e_lumo_ev=0.71 smiles="C=C[Si@H](N)NC(C)C"
Si 0.388 -1.143 -1.170 0.63
N 0.579 1.040 -0.706 -0.12
N 1.594 -1.655 -2.188 -0.12
C -0.568 1.118 1.450 -0.09
C 0.420 -1.792 0.633 -0.27
C -0.376 1.769 -0.001 -0.55
C -1.773 1.716 -0.707 -0.11
C 0.117 -3.004 0.962 -0.09
H -0.780 0.005 1.494 0.05
H 0.351 1.171 2.005 0.06
H 0.416 -1.115 1.511 0.03
H 2.569 -1.385 -2.033 0.05
H -0.773 -1.299 -1.967 -0.04
H -0.052 -3.179 2.007 0.05
H -1.335 1.715 1.925 0.06
H 1.728 -2.658 -2.373 0.05
H 0.930 1.438 -1.562 0.02
H -0.144 -3.841 0.350 0.05
H -1.640 1.856 -1.815 0.08
H 0.048 2.834 0.074 0.15
H -2.593 2.365 -0.350 0.06
H -2.239 0.715 -0.584 0.06


22
Properties=species:S:1:pos:R:3:lowdin_charge:R:1 method="wB97M-V/def2-TZVPD" homo_ev=-13.714 e_lumo_ev=-4.31 charge=+1
N 2.320 -0.384 -0.146 -0.21
N 2.621 -1.369 0.514 0.15
N 3.133 0.537 -0.731 0.09
C -1.513 1.040 -0.710 -0.02
C -0.132 -0.929 0.209 -0.21
C -0.767 0.353 0.380 -0.21
C -0.470 1.199 1.567 -0.02
C -0.701 -1.668 -0.975 -0.07
H -2.319 1.763 -0.381 0.12
H -0.362 2.239 1.289 0.09
H 0.382 0.999 2.115 0.06
H -0.757 -2.707 -0.800 0.07
H 0.936 -0.515 -0.166 0.09
H 0.286 -1.496 1.009 0.12
H -1.383 1.117 2.275 0.16
H 2.729 1.465 -0.983 0.13
H -1.670 -1.327 -0.975 0.02
H 4.219 0.406 -0.642 0.17
H 3.595 -1.580 0.675 0.09
H -0.210 -1.438 -2.058 0.16
H -2.084 0.232 -1.229 0.09
H -0.764 1.653 -1.329 0.15


23
Properties=species:S:1:pos:R:3:lowdin_charge:R:1 method="wB97M-V/def2-TZVPD" homo_ev=-12.228 e_lumo_ev=-3.16 charge=+1
O -2.618 -1.444 0.129 0.10
N 1.523 0.989 -0.646 0.17
N 1.127 -0.919 0.615 -0.01
N -2.867 0.755 -0.085 0.20
C 0.782 0.341 0.260 -0.45
C -2.082 -0.271 -0.369 -0.44
C 0.251 1.278 1.295 0.02
C -0.889 -0.105 -1.009 -0.02
C 1.974 -1.710 -0.175 -0.07
H 1.305 1.957 -0.761 0.13
H 1.087 2.074 1.541 0.16
H -3.394 0.722 0.682 0.07
H 2.841 -1.190 -0.534 0.09
H -0.694 1.652 1.027 0.05
H 0.816 -1.447 1.434 0.17
H -0.796 0.850 -1.568 0.11
H 2.236 -2.612 0.371 0.11
H -0.484 -0.940 -1.579 0.09
H 1.473 -2.062 -1.032 0.07
H -2.034 -2.221 -0.012 0.14
H -2.670 1.738 -0.190 0.14
H 2.221 0.638 -1.197 0.09
H 0.136 0.870 2.251 0.07


27
Properties=species:S:1:pos:R:3:lowdin_charge:R:1 method="wB97M-V/def2-TZVPD" homo_ev=-8.324 e_lumo_ev=0.56
S 1.435 -2.272 -2.540 0.70
P -0.078 -0.543 -0.842 0.44
O -1.079 1.660 0.036 0.05
O -0.551 0.142 -2.084 -0.29
O 0.656 -2.097 -1.103 -0.75
N -1.248 -1.011 0.157 -0.30
N 0.048 3.421 -0.869 0.19
N 1.145 0.150 -0.019 -0.25
C 1.830 -0.625 1.076 -0.09
C -2.443 -1.776 -0.202 -0.07
C 1.276 1.628 0.125 -0.08
C -1.271 -0.682 1.593 -0.08
C -0.093 2.251 -0.263 -0.58
H 1.540 -0.238 2.051 0.07
H 1.412 1.693 1.224 0.13
H 1.727 -1.753 1.090 0.11
H -3.134 -1.100 -0.565 0.06
H -0.563 0.053 1.871 0.04
H -0.759 3.977 -0.964 0.10
H -2.233 -0.246 1.673 0.08
H 2.632 -1.503 -2.419 -0.11
H -1.109 -1.597 2.192 0.10
H -2.795 -2.303 0.593 0.05
H 2.888 -0.435 0.834 0.09
H -2.323 -2.491 -1.076 0.12
H 2.036 1.946 -0.563 0.11
H 1.052 3.752 -1.005 0.15


26
Properties=species:S:1:pos:R:3:lowdin_charge:R:1 method="wB97M-V/def2-TZVPD" homo_ev="-8.813 / -13.549" e_lumo_ev="-2.61 / -7.11" spin_multiplicity=3 charge=+1
O -1.799 -0.688 2.431 -0.04
O -0.848 -1.981 -0.654 0.05
O 0.639 -0.015 1.216 -0.11
O 0.221 -1.464 -2.688 0.03
N -1.128 2.202 0.662 0.14
N -1.039 2.259 3.071 0.27
N 0.764 1.314 -1.020 0.16
C 1.420 -0.797 -2.379 -0.09
C -0.390 -1.067 -1.560 -0.40
C 0.864 -0.134 -1.107 -0.30
C -1.256 2.138 1.892 -0.32
C 1.515 -0.481 0.268 -0.21
H 1.589 -1.666 0.290 0.17
H -1.911 -1.089 3.324 0.10
H 1.636 -0.027 -3.137 0.14
H -0.218 -0.551 1.532 0.12
H -1.332 -0.485 -1.867 0.18
H -2.053 2.358 0.116 0.15
H -0.470 -2.857 -0.837 0.14
H 2.529 -0.071 0.449 0.14
H 2.306 -1.375 -2.248 0.13
H -0.136 1.740 -0.255 0.12
H 0.831 1.781 -1.899 0.14
H 1.559 1.648 -0.520 0.13
H -1.074 1.810 3.962 0.11
H -1.558 -1.414 1.847 0.04